Entry from OMol25: C23H44NP3RhS as an isolated structure in a non-equilibrium geometry (ωB97M-V/def2-TZVPD).

Geometry as XYZ:
```
73
Properties=species:S:1:pos:R:3:forces:R:3
Rh -0.0663 0.4711 -0.5263 -0.810 -0.824 2.237
P -0.0497 -1.3549 -1.8471 -0.548 -2.461 -1.955
P 0.4490 -1.6417 1.5559 0.492 -0.857 0.346
P -0.1290 1.5895 -2.4808 0.381 2.317 -1.916
H 2.6836 3.0749 0.9377 -0.463 -0.148 -0.266
C 1.7095 3.2776 0.4852 1.724 1.557 0.197
C 0.4876 3.0910 1.2434 -0.847 0.538 2.126
H 0.2314 4.1027 1.6365 -0.674 -0.604 -0.456
C 1.6178 -1.8569 -2.3647 0.154 -0.168 -0.012
C -0.8674 -2.8634 -1.2532 0.060 -0.354 -0.041
C -0.9032 -1.2142 -3.4732 0.088 -0.060 -0.071
C 0.8125 -1.2511 3.3115 -0.010 0.543 0.276
C -0.6589 -3.1055 1.8656 -0.447 0.144 -0.274
C 2.0647 -2.4070 1.0994 0.025 0.098 0.023
C 0.2065 3.3171 -2.1017 0.057 0.313 0.133
C -1.6853 1.8679 -3.4405 -0.006 -0.373 -0.408
C 1.3442 1.3277 -3.5703 -0.079 -0.067 -0.461
H 1.7716 4.2370 -0.0421 -0.260 -0.381 0.028
H -0.3975 2.5596 0.8167 0.626 0.499 0.291
H 1.5166 -2.7353 -3.0114 0.100 0.057 0.073
H 2.2399 -2.1122 -1.5045 -0.083 0.000 -0.163
H 2.1067 -1.0612 -2.9323 -0.121 -0.206 0.104
H -1.0678 -3.5165 -2.1080 0.077 0.032 0.105
H -1.8249 -2.6426 -0.7728 0.173 0.054 -0.071
H -0.2315 -3.4100 -0.5549 -0.124 0.094 -0.146
H -0.9137 -2.2157 -3.9171 0.068 0.180 0.014
H -0.3833 -0.5375 -4.1579 -0.197 -0.296 0.139
H -1.9422 -0.8877 -3.3712 0.247 -0.197 -0.010
H 0.4913 -2.0709 3.9679 0.154 0.301 -0.224
H 0.2837 -0.3319 3.5943 0.081 -0.327 0.282
H 1.8871 -1.0844 3.4292 -0.311 -0.063 0.095
H -0.2137 -4.0252 1.4603 -0.170 0.288 0.161
H -1.6350 -2.9342 1.3924 0.247 -0.244 0.189
H -0.8255 -3.2343 2.9434 0.111 0.045 -0.402
H 2.5768 -2.7056 2.0252 -0.127 -0.171 -0.376
H 2.6830 -1.6455 0.6112 -0.109 -0.413 0.122
H 1.9471 -3.2645 0.4296 0.032 0.088 0.200
H 0.4750 3.8410 -3.0267 -0.216 0.130 0.294
H 1.0508 3.3067 -1.4131 -0.110 0.205 -0.551
H -0.6504 3.7834 -1.6023 0.139 0.056 -0.154
H -1.6000 2.8256 -3.9666 0.137 -0.155 0.120
H -2.5362 1.9492 -2.7547 0.258 0.090 -0.036
H -1.9243 1.1036 -4.1877 0.135 0.192 0.237
H 1.6108 2.2883 -4.0269 -0.167 -0.181 0.057
H 1.2153 0.6101 -4.3902 -0.008 0.158 0.309
H 2.2073 1.0143 -2.9712 -0.250 0.102 0.001
C 2.2450 1.2772 2.5256 1.058 -0.346 0.596
C 2.4250 0.8183 1.2159 0.292 0.818 -0.051
C 3.7254 0.5106 0.7980 -0.087 -0.581 0.368
C 4.7412 0.3365 1.7558 -0.285 0.094 -0.061
C 4.5176 0.6425 3.1085 -0.123 -0.357 -0.098
C 3.2663 1.1438 3.4894 -0.192 0.447 -0.344
S 0.8148 2.2728 3.0031 -0.020 -0.371 -1.992
H 1.4927 3.3662 3.3510 0.320 0.173 0.428
H 1.5647 0.8358 0.4917 1.443 0.351 0.744
H 3.9566 0.3712 -0.2678 -0.237 -0.230 0.558
H 5.6930 -0.0864 1.4260 -0.164 0.440 0.176
H 5.3162 0.4864 3.8562 -0.603 0.174 -0.511
H 3.0699 1.4719 4.5166 0.249 -0.141 -0.335
C -5.9640 -1.1329 1.2372 -0.024 -0.162 0.227
C -4.6000 -0.6721 0.8328 -0.619 -0.148 -0.243
C -4.2809 -0.4802 -0.5115 0.881 0.357 -0.679
C -3.0036 -0.0387 -0.8517 -0.898 -0.400 0.286
N -2.0595 0.1919 0.0824 -0.258 0.475 -0.184
C -2.3682 0.0670 1.3863 -0.968 -0.448 -0.215
C -3.6224 -0.3929 1.7783 0.937 0.288 0.224
H -6.7027 -0.3375 1.0811 0.149 -0.086 -0.013
H -6.2869 -1.9997 0.6505 0.077 0.170 0.052
H -5.9709 -1.4015 2.2952 -0.124 0.012 -0.127
H -4.9780 -0.6699 -1.3307 0.020 0.039 0.443
H -2.7425 0.1201 -1.9038 -0.033 -0.116 0.723
H -1.6030 0.3211 2.1156 -0.102 -0.100 -0.140
H -3.8101 -0.5496 2.8324 -0.114 0.118 0.005
```
Forces are in eV/Å.

Computed properties:
total energy: -67733.8651 eV
HOMO energy (spin up / spin down): -15.4974 / -17.5492 eV
net charge: +3
max |F|: 0.06206 hartree/bohr
spin multiplicity: 5
E_LUMO (spin up / spin down): -8.64 / -11.33 eV



Entry from OMol25: C23H45AsBGeMgN6SSe as an isolated structure (ωB97M-V/def2-TZVPD).

Geometry as XYZ:
```
80
Properties=species:S:1:pos:R:3:forces:R:3
Mg 0.6712 0.2828 -0.4229 -0.297 -0.170 -0.089
C -1.0022 3.1623 -2.3206 -0.041 0.026 -0.082
C 0.0443 3.3752 -1.2801 -0.038 -0.180 -0.202
C 0.5967 4.5869 -0.8773 -0.045 0.053 0.090
C 1.5107 4.2635 0.1067 0.183 0.002 0.106
C 2.4037 5.1615 0.8942 -0.032 0.119 -0.023
N 1.5008 2.9309 0.2617 -0.100 -0.245 -0.128
N 0.5919 2.3676 -0.6022 0.121 0.196 0.262
B 2.4385 2.0560 1.1369 0.047 0.054 0.018
N 3.3009 1.1627 0.1998 -0.263 -0.161 -0.051
N 2.7188 0.3555 -0.7469 0.097 0.201 0.182
C 3.7070 -0.1834 -1.4558 -0.153 -0.135 -0.129
C 3.4486 -1.0879 -2.6131 -0.018 -0.049 -0.061
C 4.9371 0.2489 -0.9645 0.022 0.064 0.025
C 4.6365 1.1006 0.0812 0.043 0.142 0.123
C 5.5610 1.8689 0.9642 0.090 -0.033 -0.010
N 1.6019 1.1909 2.1128 -0.142 -0.070 -0.217
N 0.6808 0.2837 1.6507 0.350 0.193 0.006
C 0.1783 -0.3284 2.7187 -0.253 -0.127 -0.065
C -0.8524 -1.4028 2.6229 -0.090 -0.024 -0.008
C 0.7435 0.1924 3.8805 0.131 0.018 -0.004
C 1.6476 1.1463 3.4532 0.079 0.107 0.057
C 2.5505 2.0109 4.2664 0.001 -0.021 0.092
H -0.9654 3.9647 -3.0557 0.011 -0.009 -0.009
H -2.0005 3.1748 -1.8817 0.058 0.074 0.027
H -0.8713 2.2159 -2.8463 0.010 -0.023 0.049
H 0.3617 5.5682 -1.2506 -0.008 0.026 0.005
H 2.1974 6.1967 0.6301 0.011 -0.003 0.003
H 3.4553 4.9610 0.6915 0.011 -0.017 -0.024
H 2.2461 5.0453 1.9658 -0.021 -0.018 0.007
H 3.1588 2.7639 1.7683 -0.019 -0.026 -0.013
H 2.4029 -1.0664 -2.9180 -0.015 0.042 0.051
H 3.6936 -2.1214 -2.3661 0.030 0.008 0.013
H 4.0565 -0.7848 -3.4658 0.012 -0.030 0.011
H 5.9157 -0.0049 -1.3321 0.023 -0.010 -0.006
H 6.5903 1.6369 0.6987 0.000 0.008 0.006
H 5.4142 1.6155 2.0139 -0.012 -0.020 0.004
H 5.4156 2.9438 0.8620 -0.015 0.009 -0.026
H -1.0154 -1.7210 1.5953 0.055 0.059 -0.008
H -1.8045 -1.0581 3.0287 -0.012 -0.003 0.018
H -0.5388 -2.2717 3.2036 -0.005 0.013 0.015
H 0.5330 -0.0933 4.8962 0.001 -0.007 0.024
H 2.3919 1.8037 5.3227 0.004 0.005 -0.002
H 2.3584 3.0693 4.0944 -0.017 0.009 -0.022
H 3.5993 1.8226 4.0376 0.001 -0.008 -0.019
C -6.5957 1.2229 -1.8958 -0.128 0.070 -0.108
Ge -5.2019 0.4023 -0.8294 -0.041 0.001 0.009
C -4.9674 1.3017 0.8730 0.052 0.044 0.140
C -5.5593 -1.4880 -0.5507 -0.010 -0.132 0.017
C -3.5017 0.6141 -1.8081 0.110 0.132 -0.117
Se -2.0623 -0.3542 -0.9220 0.170 -0.094 0.169
C -2.2235 -1.9630 -1.9796 0.056 -0.028 -0.037
H -7.5566 1.1438 -1.3879 -0.012 0.002 0.001
H -6.6816 0.7295 -2.8638 -0.015 0.009 -0.016
H -6.3874 2.2793 -2.0635 -0.003 0.012 -0.010
H -5.8483 1.1754 1.5016 -0.019 0.000 -0.003
H -4.8034 2.3698 0.7297 0.009 0.013 0.005
H -4.1107 0.8865 1.4057 0.009 0.018 0.016
H -6.4680 -1.6048 0.0395 -0.016 -0.001 0.003
H -4.7430 -1.9567 0.0004 0.008 -0.025 0.003
H -5.7047 -2.0113 -1.4961 0.010 -0.017 -0.004
H -3.2289 1.6657 -1.8418 -0.014 -0.042 0.044
H -3.5347 0.2578 -2.8377 -0.017 -0.007 0.008
H -3.1818 -2.4309 -1.7716 -0.005 -0.018 -0.025
H -1.4019 -2.6058 -1.6806 -0.008 -0.003 -0.010
H -2.1349 -1.7133 -3.0343 -0.006 -0.036 -0.004
C -1.0218 -4.9170 0.6028 -0.070 -0.001 0.077
As 0.5354 -4.4734 -0.4264 -0.043 0.190 0.004
C 1.9284 -5.6091 0.2219 0.093 -0.030 0.035
C 0.1634 -5.0373 -2.2191 -0.017 0.004 -0.123
S 1.1528 -2.4730 -0.2823 0.110 0.046 -0.028
H -1.1020 -6.0004 0.6835 -0.017 0.002 0.007
H -1.9094 -4.5213 0.1142 -0.021 0.045 0.010
H -0.9170 -4.4731 1.5911 -0.027 -0.025 -0.011
H 1.6278 -6.6513 0.1272 0.023 -0.016 0.015
H 2.1128 -5.3579 1.2648 0.030 -0.030 -0.020
H 2.8252 -5.4165 -0.3635 0.007 -0.023 0.035
H -0.1049 -6.0925 -2.2322 -0.011 -0.005 -0.009
H 1.0542 -4.8678 -2.8211 -0.026 -0.006 -0.019
H -0.6577 -4.4363 -2.6068 0.041 -0.085 -0.052
```
Forces are in eV/Å.

Computed properties:
total energy: -233180.4991 eV
HOMO energy: -10.9985 eV
net charge: +1
max |F|: 0.00777 hartree/bohr
E_LUMO: -1.93 eV